Computed, not measured: 7 unconnected molecules or ions with the total composition C28H77N7O7 in a non-equilibrium geometry, with ωB97M-V/def2-TZVPD.

SMILES = COC[C@H](C)N.COC[C@H](C)N.COC[C@H](C)N.COC[C@H](C)N.COC[C@H](C)N.COC[C@H](C)N.COC[C@H](C)N
HOMO energy = -8.549 eV
Relative energy (zero: lowest compared OMol25 entry of this formula, charge and spin) = 86.64 kcal per mole
Molecular weight = 624.0 Da

Positions of all 119 atoms, in Å:
C -12.507 26.168 -22.346
O -11.730 25.040 -22.078
C -11.152 25.081 -20.820
C -10.848 23.690 -20.320
C -10.389 23.570 -18.843
N -9.788 23.091 -21.153
H -12.869 26.214 -23.373
H -11.789 26.984 -22.232
H -13.370 26.280 -21.690
H -10.275 25.721 -20.942
H -11.757 25.597 -20.071
H -11.739 23.064 -20.382
H -10.094 22.559 -18.564
H -11.025 24.027 -18.084
H -9.483 24.150 -18.650
H -10.075 23.374 -22.081
H -8.909 23.575 -21.033
C -6.668 18.339 -19.168
O -8.018 18.422 -18.754
C -8.337 18.034 -17.361
C -9.810 18.343 -17.238
C -10.204 19.839 -17.362
N -10.269 17.855 -15.972
H -6.281 17.319 -19.116
H -5.931 19.005 -18.717
H -6.817 18.604 -20.215
H -8.223 16.953 -17.263
H -7.759 18.543 -16.588
H -10.291 17.868 -18.095
H -9.634 20.516 -16.726
H -11.292 19.865 -17.345
H -9.802 19.962 -18.369
H -9.598 18.243 -15.321
H -10.163 16.846 -16.004
C -5.011 20.609 -12.627
O -6.046 20.444 -13.592
C -7.150 21.299 -13.383
C -8.323 20.858 -14.247
C -9.419 21.913 -14.161
N -8.803 19.553 -13.712
H -5.335 20.878 -11.620
H -4.287 21.361 -12.946
H -4.356 19.753 -12.457
H -7.438 21.240 -12.331
H -6.928 22.362 -13.505
H -8.076 20.591 -15.275
H -10.257 21.599 -14.783
H -9.073 22.849 -14.604
H -9.685 22.331 -13.190
H -9.283 19.768 -12.847
H -7.971 19.058 -13.416
C -8.940 12.094 -21.783
O -9.300 12.236 -20.466
C -10.465 13.124 -20.327
C -10.098 14.608 -20.693
C -9.022 15.280 -19.808
N -11.276 15.481 -20.570
H -8.187 11.328 -21.963
H -8.481 13.017 -22.144
H -9.796 11.959 -22.446
H -11.285 12.801 -20.969
H -10.891 13.048 -19.327
H -9.653 14.679 -21.686
H -8.099 14.699 -19.843
H -9.426 15.282 -18.795
H -8.797 16.280 -20.178
H -11.055 16.462 -20.457
H -11.586 15.319 -19.619
C -8.828 14.410 -15.944
O -10.074 15.052 -16.082
C -11.206 14.144 -16.267
C -12.474 15.041 -16.502
C -13.772 14.380 -16.847
N -12.188 15.950 -17.602
H -8.087 15.147 -15.634
H -8.520 14.053 -16.928
H -8.864 13.603 -15.211
H -11.081 13.517 -17.152
H -11.099 13.398 -15.479
H -12.680 15.477 -15.522
H -14.493 15.143 -17.142
H -14.175 13.831 -15.995
H -13.786 13.706 -17.704
H -12.848 16.715 -17.609
H -11.253 16.305 -17.467
C -2.452 17.233 -20.943
O -1.816 17.712 -19.752
C -1.851 16.753 -18.689
C -3.282 16.617 -18.133
C -3.286 16.629 -16.631
N -4.002 15.445 -18.638
H -3.542 17.249 -20.914
H -2.171 16.209 -21.198
H -2.119 17.839 -21.786
H -1.416 15.770 -18.878
H -1.158 17.147 -17.945
H -3.831 17.413 -18.637
H -4.167 16.076 -16.305
H -3.418 17.653 -16.281
H -2.403 16.259 -16.110
H -5.007 15.476 -18.539
H -3.791 15.340 -19.620
C -5.419 24.227 -15.407
O -5.475 23.750 -16.745
C -5.766 22.358 -16.852
C -4.404 21.586 -16.630
C -3.465 21.588 -17.785
N -4.782 20.157 -16.349
H -4.795 23.507 -14.874
H -6.402 24.287 -14.938
H -4.869 25.166 -15.365
H -6.463 22.080 -16.061
H -6.147 22.118 -17.844
H -3.746 21.900 -15.817
H -3.092 22.583 -18.037
H -3.884 21.275 -18.742
H -2.546 21.104 -17.456
H -5.337 19.961 -15.526
H -3.923 19.676 -16.117

These are the Löwdin partial charges, in e, on atoms 1 to 6:
1. C -0.113
2. O -0.187
3. C -0.252
4. C -0.404
5. C -0.059
6. N 0.036

***

Computed, not measured: 7 unconnected molecules or ions with the total composition C28H77N7O7 in a non-equilibrium geometry, with ωB97M-V/def2-TZVPD.

2S+1 = 2
HOMO energy (alpha / beta) = -10.600 / -10.600 eV
Total charge = +1
Relative energy (zero: lowest compared OMol25 entry of this formula, charge and spin) = 11.46 kcal per mole
Molecular weight = 624.0 Da

Positions of all 119 atoms, in Å:
C -3.412 0.027 1.510
C -2.903 -0.684 2.754
C -1.738 -0.051 3.638
O -1.568 -0.813 4.882
C -0.468 -0.279 5.688
N -4.009 -0.834 3.614
H -4.146 -0.621 1.031
H -2.785 0.294 0.659
H -3.795 1.006 1.798
H -2.495 -1.667 2.518
H -1.972 0.992 3.850
H -0.812 -0.057 3.063
H -0.376 -0.854 6.609
H -0.601 0.771 5.948
H 0.375 -0.387 5.006
H -3.454 -1.073 4.423
H -4.245 0.114 3.872
C 3.828 -2.787 -3.471
C 3.395 -2.251 -2.127
C 4.503 -1.519 -1.291
O 3.897 -0.946 -0.096
C 4.892 -0.381 0.786
N 2.296 -1.330 -2.402
H 4.458 -3.625 -3.174
H 4.304 -1.978 -4.026
H 2.969 -3.164 -4.026
H 2.990 -3.043 -1.497
H 5.039 -0.721 -1.804
H 5.155 -2.299 -0.897
H 5.465 0.442 0.359
H 5.671 -1.121 0.970
H 4.510 -0.120 1.772
H 1.970 -0.980 -1.512
H 1.600 -1.897 -2.865
C -0.692 -2.185 -5.713
C -0.803 -0.660 -5.928
C -0.904 0.130 -4.622
O -2.126 -0.176 -4.020
C -2.160 0.294 -2.715
N 0.348 -0.162 -6.746
H -0.196 -2.485 -6.636
H -1.613 -2.767 -5.661
H 0.006 -2.425 -4.911
H -1.747 -0.458 -6.436
H -0.818 1.183 -4.887
H -0.068 -0.223 -4.019
H -1.522 -0.323 -2.082
H -3.192 0.075 -2.443
H -2.086 1.381 -2.708
H 0.365 -0.764 -7.556
H 0.018 0.680 -7.195
C -5.906 -1.226 -1.355
C -6.489 0.113 -0.934
C -6.500 1.199 -2.108
O -5.135 1.687 -2.419
C -4.626 2.599 -1.406
N -7.856 -0.062 -0.372
H -5.849 -1.893 -0.495
H -4.890 -1.178 -1.747
H -6.548 -1.623 -2.141
H -5.887 0.427 -0.081
H -7.040 2.100 -1.816
H -6.927 0.848 -3.047
H -3.569 2.807 -1.567
H -4.690 2.254 -0.374
H -5.093 3.573 -1.553
H -8.194 0.845 -0.083
H -8.531 -0.431 -1.027
C 5.913 4.495 -1.161
C 4.849 3.462 -0.549
C 4.410 3.991 0.765
O 3.389 3.175 1.346
C 3.042 3.591 2.645
N 3.793 3.461 -1.555
H 6.504 4.024 -1.947
H 6.703 4.685 -0.435
H 5.442 5.372 -1.605
H 5.215 2.437 -0.499
H 3.965 4.984 0.696
H 5.277 3.998 1.425
H 2.533 2.723 3.065
H 2.386 4.460 2.688
H 3.843 3.786 3.358
H 4.202 3.291 -2.463
H 3.257 2.635 -1.331
C 0.949 -0.057 0.640
C 0.906 1.067 -0.379
C 0.156 2.390 0.155
O -1.204 2.122 0.118
C -1.928 3.225 0.639
N 2.310 1.330 -0.529
H -0.030 -0.401 0.973
H 1.462 0.148 1.580
H 1.389 -0.929 0.156
H 0.471 0.692 -1.305
H 0.436 3.231 -0.480
H 0.502 2.586 1.170
H -2.050 3.882 -0.222
H -1.371 3.801 1.378
H -2.889 2.944 1.070
H 2.664 1.984 0.154
H 2.796 0.461 -0.358
C 0.145 -5.570 3.545
C -0.001 -4.297 4.234
C 0.868 -3.205 3.560
O 2.286 -3.379 3.652
C 3.061 -2.406 2.971
N -1.387 -3.947 4.205
H -0.264 -5.561 2.535
H -0.395 -6.333 4.106
H 1.189 -5.882 3.559
H 0.255 -4.353 5.292
H 0.542 -2.317 4.101
H 0.516 -3.107 2.533
H 2.905 -1.422 3.413
H 2.759 -2.450 1.924
H 4.121 -2.631 3.081
H -1.976 -4.506 4.805
H -1.531 -2.999 4.522

These are the Löwdin partial charges, in e, on atoms 1 to 6:
1. C -0.048
2. C -0.447
3. C -0.150
4. O -0.251
5. C -0.058
6. N 0.054

***

Computed, not measured: a molecular structure, C28H78B2MnO14 in a non-equilibrium geometry, with ωB97M-V/def2-TZVPD.

2S+1 = 6
HOMO energy (alpha / beta) = -8.905 / -9.142 eV
Relative energy (zero: lowest compared OMol25 entry of this formula, charge and spin) = 340.57 kcal per mole
Molecular weight = 715.5 Da

Positions of all 123 atoms, in Å:
Mn -2.620 3.572 -0.579
B -6.235 2.277 -1.068
H -5.937 1.892 -0.106
H -6.001 3.331 -1.080
H -5.626 1.800 -1.820
H -7.280 2.058 -1.222
B -0.495 0.458 0.069
H -1.297 0.120 -0.568
H 0.011 1.230 -0.490
H -0.938 0.915 0.941
H 0.141 -0.362 0.364
C -2.164 4.078 -4.945
O -2.563 5.128 -4.113
C -3.415 6.037 -4.715
C -3.441 7.279 -3.962
O -3.557 6.977 -2.574
C -3.900 8.164 -1.906
H -1.272 3.570 -4.578
H -1.864 4.456 -5.922
H -2.913 3.313 -5.154
H -4.412 5.598 -4.737
H -3.083 6.235 -5.734
H -4.164 7.990 -4.360
H -2.514 7.812 -4.176
H -4.930 8.503 -2.024
H -3.283 8.968 -2.306
H -3.780 8.104 -0.824
C 4.557 1.212 6.212
O 4.701 1.206 7.657
C 3.738 0.467 8.398
C 4.030 0.199 9.902
O 4.325 1.536 10.462
C 4.327 1.548 11.837
H 5.085 0.363 5.778
H 4.980 2.130 5.804
H 3.524 1.168 5.868
H 3.602 -0.520 7.956
H 2.779 0.980 8.335
H 4.937 -0.402 9.973
H 3.164 -0.252 10.386
H 5.114 0.902 12.227
H 3.304 1.331 12.146
H 4.584 2.565 12.132
C 6.286 3.211 -5.118
O 6.092 2.934 -6.528
C 5.665 4.124 -7.276
C 6.594 5.332 -7.219
O 6.510 5.940 -5.926
C 7.389 7.073 -5.803
H 6.687 2.304 -4.666
H 5.371 3.499 -4.600
H 7.024 3.986 -4.908
H 4.746 4.371 -6.744
H 5.337 3.770 -8.254
H 6.413 6.052 -8.017
H 7.614 4.981 -7.379
H 7.370 7.339 -4.746
H 6.933 7.806 -6.468
H 8.364 6.731 -6.149
C 2.691 -5.809 -4.517
O 3.114 -7.165 -4.855
C 3.784 -7.216 -6.134
C 3.747 -8.632 -6.630
O 2.380 -9.036 -6.902
C 2.060 -10.436 -7.015
H 2.030 -5.854 -3.651
H 2.127 -5.329 -5.316
H 3.575 -5.283 -4.157
H 4.822 -6.911 -5.998
H 3.311 -6.626 -6.919
H 4.260 -9.316 -5.953
H 4.318 -8.638 -7.558
H 2.215 -10.952 -6.068
H 2.607 -10.973 -7.790
H 0.980 -10.557 -7.104
C 0.874 6.516 -0.195
O -0.018 6.131 0.777
C 0.128 6.820 2.053
C -0.735 6.123 3.077
O -1.954 5.686 2.459
C -3.038 5.665 3.424
H 1.840 6.362 0.286
H 0.806 7.538 -0.567
H 0.872 5.879 -1.079
H -0.130 7.867 1.893
H 1.185 6.872 2.315
H -0.956 6.786 3.913
H -0.216 5.270 3.514
H -2.913 4.705 3.925
H -3.975 5.525 2.885
H -3.015 6.461 4.169
C -3.473 -7.787 -1.965
O -4.757 -7.336 -1.934
C -4.878 -5.960 -2.283
C -6.344 -5.513 -2.193
O -7.277 -6.238 -2.986
C -8.599 -5.692 -2.913
H -3.428 -8.766 -1.487
H -2.851 -7.226 -1.268
H -3.051 -7.806 -2.970
H -4.374 -5.797 -3.236
H -4.235 -5.467 -1.553
H -6.374 -4.448 -2.422
H -6.624 -5.652 -1.149
H -9.271 -6.456 -3.305
H -8.783 -4.793 -3.501
H -8.893 -5.542 -1.874
C 0.047 -6.827 7.380
O -0.599 -5.543 7.659
C -1.530 -5.169 6.571
C -2.492 -4.174 7.125
O -3.329 -4.832 8.094
C -2.985 -4.618 9.442
H 0.818 -7.075 8.110
H 0.437 -6.877 6.364
H -0.695 -7.625 7.362
H -2.019 -6.031 6.116
H -0.921 -4.733 5.779
H -3.129 -3.940 6.272
H -2.072 -3.227 7.463
H -3.764 -4.096 9.998
H -2.095 -3.992 9.496
H -2.849 -5.625 9.838

These are the Löwdin partial charges, in e, on atoms 1 to 6:
1. Mn 1.424
2. B -0.398
3. H -0.104
4. H -0.117
5. H -0.107
6. H -0.056